1.
{"formula": "C25H45CeClNO3P", "method": "ωB97M-V with the def2-TZVPD basis set", "elements": ["Ce", "P", "Cl", "C", "H", "H", "C", "C", "C", "H", "C", "H", "H", "C", "H", "H", "C", "H", "H", "C", "H", "H", "H", "H", "C", "C", "H", "C", "H", "H", "C", "H", "H", "C", "H", "H", "C", "H", "H", "H", "H", "C", "H", "C", "H", "H", "C", "H", "H", "C", "H", "H", "C", "H", "H", "H", "H", "C", "C", "H", "C", "H", "C", "H", "H", "C", "H", "H", "C", "H", "H", "H", "H", "O", "N", "O", "O"], "xyz": [[-0.4365, -4.5886, -2.2788], [0.4981, 0.1220, 0.0187], [1.7039, -3.1589, -2.6007], [-0.2278, -1.1519, 1.3469], [0.4574, -1.1529, 2.2050], [-0.0800, -2.1491, 0.8513], [0.0168, 0.4133, -1.8252], [2.3900, 0.0214, -0.1303], [0.2235, 1.8411, -2.3693], [0.7353, -0.2747, -2.3099], [-0.0423, 1.9651, -3.8840], [-0.4552, 2.5379, -1.8546], [1.2421, 2.2050, -2.1825], [-1.4043, 1.3968, -4.2913], [0.0049, 3.0252, -4.1683], [0.7542, 1.4569, -4.4492], [-1.6518, -0.0059, -3.7005], [-2.2002, 2.0816, -3.9592], [-1.4680, 1.3517, -5.3871], [-1.3862, -0.0802, -2.1784], [-2.6905, -0.3038, -3.9061], [-0.9953, -0.7296, -4.2135], [-2.1424, 0.5336, -1.6602], [-1.5099, -1.1203, -1.8366], [0.0802, 1.6898, 0.9035], [3.0334, 0.1670, 1.2521], [2.4513, -1.0229, -0.4937], [4.5523, -0.1116, 1.2436], [2.8780, 1.1968, 1.6131], [2.5469, -0.4957, 1.9800], [5.3108, 0.7388, 0.2225], [4.9493, 0.0711, 2.2488], [4.7162, -1.1741, 1.0165], [4.6640, 0.6719, -1.1668], [5.3529, 1.7830, 0.5624], [6.3501, 0.3956, 0.1600], [3.1432, 0.9072, -1.1537], [5.1362, 1.4160, -1.8203], [4.8716, -0.3129, -1.6087], [2.9703, 1.9700, -0.9205], [2.7664, 0.7355, -2.1708], [-1.4156, 1.9419, 0.7202], [0.2629, 1.3870, 1.9495], [-1.8932, 2.9458, 1.7676], [-1.6087, 2.3262, -0.2950], [-1.9872, 1.0104, 0.8289], [-1.0675, 4.2372, 1.7386], [-2.9519, 3.1592, 1.5855], [-1.8226, 2.4726, 2.7588], [0.4444, 3.9958, 1.7283], [-1.3490, 4.8126, 0.8474], [-1.3311, 4.8466, 2.6073], [0.8794, 2.9811, 0.6629], [0.9722, 4.9374, 1.5605], [0.7625, 3.6166, 2.7084], [0.6704, 3.3777, -0.3435], [1.9647, 2.8029, 0.7210], [-2.8020, -1.2971, 1.1104], [-1.5992, -1.1857, 2.0072], [-2.9595, -0.5001, 0.3808], [-1.6401, -2.2996, 3.1277], [-1.8442, -0.2566, 2.5743], [-2.3064, -3.6386, 2.8028], [-0.6183, -2.4838, 3.4688], [-2.2007, -1.8889, 3.9838], [-3.6916, -3.4350, 2.1996], [-1.7366, -4.2796, 2.1133], [-2.3920, -4.1780, 3.7538], [-3.6118, -2.4899, 0.9760], [-4.0941, -4.3890, 1.8522], [-4.3794, -3.0171, 2.9427], [-3.1601, -3.0735, 0.1477], [-4.6097, -2.1305, 0.6687], [-0.1673, -7.0796, 0.2225], [-0.6207, -6.4241, -0.7062], [-1.8706, -6.3618, -1.0092], [-1.3343, -3.3036, -1.2670]], "atomic_forces_ev_per_a": [[-1.9, 0.4, 0.4], [-0.3, 1.4, 0.1], [1.5, 0.9, -0.3], [1.8, -1.6, -1.3], [0.9, 0.6, -0.2], [-0.2, 0.8, 0.1], [0.0, -0.9, 0.2], [-0.4, -0.9, 0.2], [0.3, 0.4, 0.3], [-0.2, 0.2, 0.0], [-0.1, -0.3, 0.0], [0.1, -0.3, -0.2], [-0.3, -0.1, 0.0], [-0.1, -0.2, 0.1], [0.1, -0.2, 0.1], [-0.1, 0.0, 0.2], [0.3, 0.2, 0.1], [0.1, -0.1, 0.0], [0.0, 0.1, 0.2], [-0.5, -0.2, -0.2], [0.3, 0.0, 0.1], [-0.1, 0.1, 0.1], [0.2, -0.2, -0.1], [-0.1, 0.3, 0.0], [0.4, -0.4, -0.2], [0.3, 0.0, 0.3], [0.4, 0.1, 0.2], [-0.3, -0.1, -0.1], [0.0, -0.2, -0.1], [0.1, 0.1, -0.2], [-0.2, 0.1, 0.0], [0.0, -0.1, -0.1], [0.0, 0.1, 0.0], [0.0, -0.4, 0.2], [-0.1, -0.1, 0.0], [-0.1, 0.1, 0.0], [-0.4, 0.4, -0.1], [-0.1, -0.1, 0.0], [-0.1, 0.1, 0.1], [0.0, -0.3, -0.1], [0.0, 0.0, 0.3], [-0.3, 0.0, 0.3], [-0.2, 0.1, -0.1], [0.0, -0.1, -0.1], [0.0, -0.1, 0.3], [0.1, 0.3, -0.1], [-0.2, -0.1, 0.0], [0.1, 0.1, 0.2], [0.0, 0.1, -0.2], [0.1, -0.1, -0.1], [0.1, 0.0, 0.0], [0.0, 0.1, -0.1], [-0.1, -0.1, -0.1], [0.0, 0.1, 0.1], [0.0, 0.1, -0.1], [0.1, -0.1, 0.4], [-0.4, 0.1, 0.0], [0.9, 1.9, 1.1], [-3.3, 0.7, 0.0], [0.0, -0.2, 0.1], [0.4, 0.4, -0.3], [1.3, 0.0, 0.0], [-0.2, 0.0, -0.3], [0.1, -0.1, 0.2], [0.2, 0.1, -0.3], [-0.1, 0.6, -0.6], [0.1, 0.3, 0.1], [0.1, -0.1, -0.1], [-0.2, -1.2, -0.9], [-0.1, -0.1, 0.2], [0.0, 0.1, 0.1], [-0.6, -0.5, 0.0], [0.0, -0.7, 0.0], [-1.2, 0.0, -0.5], [-0.2, -0.1, 0.4], [1.7, -0.8, 0.7], [0.5, -0.2, -0.6]], "lowdin_charge": [0.6856, 1.2475, -0.1313, -0.1835, 0.0583, 0.0951, -0.3363, -0.3571, -0.2052, 0.0883, -0.1930, 0.0937, 0.0820, -0.2115, 0.1066, 0.1141, -0.1825, 0.1102, 0.1017, -0.2007, 0.1121, 0.1133, 0.1070, 0.0761, -0.3956, -0.2091, 0.0977, -0.1947, 0.1030, 0.0976, -0.2124, 0.1065, 0.1179, -0.1913, 0.1093, 0.1043, -0.1955, 0.1083, 0.1181, 0.0972, 0.1041, -0.2107, 0.1182, -0.1898, 0.1052, 0.0691, -0.2038, 0.1087, 0.1154, -0.1998, 0.1102, 0.1026, -0.1957, 0.1039, 0.1139, 0.1009, 0.0871, -0.2243, -0.4267, 0.0143, -0.1649, 0.0896, -0.2106, 0.0867, 0.1055, -0.2186, 0.1120, 0.0960, -0.3121, 0.0946, 0.0917, 0.0652, 0.0932, -0.0631, -0.4707, -0.1894, -0.6596], "total_charge": -1, "homo_energy_ev": [-0.725, -0.731], "total_energy_ev": -69025.901, "homo_lumo_gap_ha": [0.1044, 0.1039], "s2": 0.7516, "multiplicity": 2}



2.
{"formula": "C8H15N3O3P", "method": "ωB97M-V with the def2-TZVPD basis set", "elements": ["C", "O", "C", "O", "C", "N", "C", "N", "C", "N", "C", "C", "P", "O", "C", "H", "H", "H", "H", "H", "H", "H", "H", "H", "H", "H", "H", "H", "H", "H"], "xyz": [[-4.6115, -0.2743, -0.1597], [-3.2777, -0.4434, -0.6845], [-2.2271, -0.2125, 0.1248], [-2.2500, 0.1413, 1.2677], [-0.8948, -0.2073, -0.6548], [0.1527, -1.2317, -0.3010], [0.5508, -1.3032, 1.0871], [1.3488, -0.1781, 1.4415], [2.6068, -0.1584, 0.6310], [2.1968, 0.0105, -0.8631], [1.2915, -1.1526, -1.1197], [1.6193, 1.3034, -1.2095], [0.1440, 1.7163, -0.0798], [-0.2859, 3.0642, -0.2229], [0.7417, 1.1273, 1.5586], [-5.1835, 0.2637, -0.9935], [-4.5188, 0.2492, 0.7908], [-5.0182, -1.3192, -0.0269], [-1.0491, -0.1055, -1.8001], [1.1778, -2.1694, 1.1375], [-0.2123, -1.3455, 1.7902], [3.2938, 0.4854, 1.0659], [3.1310, -1.1581, 0.7980], [3.1007, -0.2955, -1.3661], [1.9502, -2.0766, -0.9867], [1.0924, -0.9018, -2.1234], [2.4340, 2.0285, -1.1568], [1.3633, 1.2152, -2.3236], [-0.0565, 1.1466, 2.2004], [1.3900, 1.7813, 2.1785]], "atomic_forces_ev_per_a": [[-0.7, -0.7, -1.0], [1.4, 0.0, 0.3], [0.2, 0.4, -1.5], [-0.4, -0.3, 0.7], [1.4, 2.0, -0.7], [-2.2, 1.0, -1.0], [0.9, 0.6, -0.9], [3.2, 0.3, -0.6], [-2.7, -2.5, 1.3], [3.9, -1.9, 2.3], [0.6, -1.4, 0.1], [-0.1, 0.4, -1.5], [0.8, -5.3, -0.3], [-1.3, 2.9, -0.5], [1.8, 0.8, -0.7], [0.7, -0.7, 1.6], [-0.5, 0.1, -0.2], [0.2, 1.3, 0.0], [0.3, -0.5, 2.0], [0.2, -0.7, 0.4], [-1.8, -0.4, 0.8], [1.1, 2.2, -0.1], [-1.0, 1.0, -0.9], [-1.6, 1.3, 0.3], [-1.0, 1.1, -0.4], [-1.0, -0.9, -1.5], [-0.3, 0.3, 0.2], [-0.1, 0.4, 1.5], [-2.6, -0.6, 1.3], [0.2, 0.1, -1.1]], "lowdin_charge": [-0.0098, -0.0484, -0.4940, 0.1088, -0.0531, -0.0792, -0.1569, -0.1386, -0.0464, -0.1196, -0.1552, -0.1553, 0.8338, -0.2795, -0.2131, 0.1260, 0.0858, 0.1152, 0.1542, 0.1343, 0.1247, 0.1158, 0.1651, 0.2221, 0.1786, 0.1218, 0.1170, 0.1430, 0.0681, 0.1348], "total_charge": 1, "homo_energy_ev": -12.351, "total_energy_ev": -28432.124, "smiles": "COC(=O)[C@@H]1N2CN3C[N@@H+](C2)C[P@]1(=O)C3", "homo_lumo_gap_ha": 0.3303}



3.
{"formula": "C21H26N2O4S", "method": "ωB97M-V with the def2-TZVPD basis set", "elements": ["C", "C", "C", "C", "C", "C", "N", "C", "C", "C", "C", "C", "O", "N", "C", "C", "C", "C", "C", "O", "C", "C", "S", "C", "O", "O", "C", "C", "H", "H", "H", "H", "H", "H", "H", "H", "H", "H", "H", "H", "H", "H", "H", "H", "H", "H", "H", "H", "H", "H", "H", "H", "H", "H"], "xyz": [[-4.8496, -4.0617, 1.7695], [-4.5858, -2.7925, 1.0185], [-4.0889, -1.6711, 1.6726], [-3.8214, -0.5056, 0.9807], [-4.0400, -0.4367, -0.3892], [-3.7441, 0.8413, -1.1321], [-2.5323, 1.4799, -0.6587], [-1.3056, 0.8350, -0.7707], [-1.1539, -0.2929, -1.5836], [0.0774, -0.8963, -1.7239], [1.2050, -0.4035, -1.0742], [2.4969, -1.1218, -1.2631], [2.5494, -2.3022, -1.5493], [3.6053, -0.3457, -1.1580], [4.9275, -0.9120, -1.0937], [5.6571, -0.4940, 0.1899], [5.9689, 1.0216, 0.2681], [5.1798, 1.5011, 1.4902], [5.0029, 0.2004, 2.2761], [4.8345, -0.8028, 1.3026], [1.0465, 0.6942, -0.2347], [-0.1828, 1.3058, -0.0854], [-2.7026, 2.9351, 0.1603], [-1.7851, 4.0808, -0.9013], [-4.0852, 3.2979, 0.0994], [-2.0877, 2.8951, 1.4527], [-4.5367, -1.5520, -1.0474], [-4.8094, -2.7147, -0.3495], [-5.1644, -3.8505, 2.7888], [-3.9391, -4.6601, 1.8161], [-5.6173, -4.6536, 1.2766], [-3.9115, -1.7115, 2.7375], [-3.4389, 0.3618, 1.5004], [-3.6833, 0.6667, -2.2122], [-4.5433, 1.5637, -0.9490], [-1.9984, -0.7154, -2.0999], [0.1869, -1.7722, -2.3451], [3.5029, 0.6153, -0.8767], [4.7972, -1.9967, -1.1116], [5.5249, -0.6079, -1.9616], [6.5923, -1.0720, 0.2534], [7.0370, 1.1757, 0.4168], [5.6775, 1.5395, -0.6444], [4.2058, 1.8964, 1.1984], [5.7053, 2.2617, 2.0627], [5.8983, -0.0027, 2.8829], [4.1235, 0.1879, 2.9207], [1.8748, 1.0642, 0.3525], [-0.2838, 2.1210, 0.6099], [-0.8169, 3.6569, -1.1319], [-2.3760, 4.2209, -1.7963], [-1.6786, 5.0146, -0.3642], [-4.7178, -1.5118, -2.1128], [-5.1971, -3.5747, -0.8768]], "atomic_forces_ev_per_a": [[0.1, 0.0, 0.0], [0.0, 0.0, 0.0], [0.0, 0.0, 0.0], [0.0, 0.0, -0.1], [0.0, -0.1, 0.0], [-0.5, 0.0, -0.1], [-0.5, 0.9, 0.4], [0.9, -0.1, 0.0], [-0.2, 0.1, 0.0], [0.3, 0.0, 0.1], [-0.4, 0.0, 0.1], [0.1, 0.2, -0.1], [-0.1, -0.2, 0.0], [0.2, 0.3, 0.1], [0.2, -0.3, 0.3], [0.1, -0.1, -0.5], [0.0, -0.1, 0.1], [0.0, -0.2, 0.1], [0.1, 0.3, 0.2], [-0.1, -0.1, -0.2], [0.0, -0.2, -0.2], [0.1, 0.0, 0.1], [0.3, 0.6, -0.5], [-0.4, -0.6, 0.5], [-0.2, -0.1, -0.2], [0.2, -0.2, 0.0], [0.0, 0.2, 0.0], [0.0, 0.0, 0.1], [0.0, 0.0, 0.1], [0.0, -0.1, 0.0], [0.0, -0.1, 0.0], [0.0, 0.0, 0.1], [0.1, 0.0, 0.1], [0.0, 0.0, 0.1], [0.0, -0.2, -0.2], [-0.1, 0.0, -0.1], [0.0, -0.1, 0.0], [-0.1, -0.1, -0.1], [0.1, 0.1, -0.1], [0.0, -0.1, 0.1], [-0.1, 0.1, 0.0], [0.0, 0.0, -0.1], [0.1, 0.1, -0.1], [0.0, 0.0, 0.0], [0.0, 0.1, 0.0], [-0.1, 0.0, 0.0], [0.1, 0.0, 0.0], [0.1, 0.0, 0.1], [0.1, 0.0, 0.1], [0.2, -0.1, 0.0], [-0.1, 0.0, -0.2], [0.0, 0.1, 0.2], [0.0, 0.0, -0.1], [0.0, -0.1, 0.0]], "lowdin_charge": [-0.0530, -0.2804, -0.0288, -0.0129, -0.2208, -0.1454, -0.1739, -0.2339, 0.0108, 0.0046, -0.1322, -0.4466, 0.0705, 0.0818, -0.1186, -0.3123, -0.1247, -0.1520, -0.1990, -0.0963, -0.0125, -0.0285, 0.6330, -0.0988, -0.2902, -0.2912, -0.0424, -0.0415, 0.0766, 0.0851, 0.0752, 0.1138, 0.1119, 0.1297, 0.1158, 0.1033, 0.1225, 0.1167, 0.1259, 0.1287, 0.1474, 0.1117, 0.1086, 0.0971, 0.1093, 0.1241, 0.1238, 0.1047, 0.0875, 0.0536, 0.0681, 0.0700, 0.1130, 0.1106], "homo_energy_ev": -8.653, "total_energy_ev": -44204.565, "smiles": "Cc1ccc(CN(c2ccc(C(=O)NC[C@H]3CCCO3)cc2)S(C)(=O)=O)cc1", "homo_lumo_gap_ha": 0.3363}



4.
{"formula": "C12H23N3PS3Sr", "method": "ωB97M-V with the def2-TZVPD basis set", "elements": ["Sr", "C", "C", "S", "C", "C", "S", "C", "C", "S", "H", "H", "H", "H", "H", "H", "H", "H", "H", "H", "H", "H", "C", "P", "C", "C", "H", "H", "H", "H", "H", "H", "H", "H", "H", "C", "H", "H", "N", "C", "N", "C", "N"], "xyz": [[0.0601, -1.0937, -1.7472], [3.0686, -0.4761, 1.7780], [3.5238, -1.2237, 0.4947], [2.7858, -0.8139, -1.2530], [1.4489, 0.2658, -0.7493], [0.4509, -0.3924, 0.2285], [0.6554, -2.1755, 0.5255], [-0.3092, -2.0520, 2.0625], [0.5507, -1.3610, 3.1694], [2.3663, -1.6022, 3.0550], [2.3778, 0.3428, 1.6056], [3.9244, 0.0009, 2.2601], [3.3285, -2.2797, 0.6500], [4.5956, -1.0916, 0.3623], [0.9016, 0.5735, -1.6926], [1.9005, 1.1640, -0.3420], [-0.5970, -0.2907, -0.1752], [0.4864, 0.1205, 1.1833], [-0.6301, -3.0420, 2.3762], [-1.1896, -1.4420, 1.8647], [0.3276, -1.7866, 4.1481], [0.3332, -0.2969, 3.2403], [-2.5733, 2.2502, -1.8537], [-0.9758, 1.4743, -1.3062], [0.0830, 2.7160, -2.2476], [-0.8089, 2.4047, 0.3190], [-2.4377, 3.3030, -2.0888], [-3.3406, 2.1468, -1.0907], [-2.9072, 1.7254, -2.7503], [-0.3234, 3.7273, -2.1788], [0.1088, 2.4036, -3.2912], [1.1168, 2.7531, -1.9073], [-1.2697, 3.3837, 0.1836], [0.2285, 2.5911, 0.5991], [-1.3129, 1.8999, 1.1418], [-0.0605, -3.7441, -3.0150], [-0.8996, -3.6652, -2.3025], [0.9052, -3.6339, -2.4614], [-2.2273, -1.7041, -1.5625], [-2.6064, -0.9923, -0.7124], [-2.8894, -0.1237, 0.1948], [-3.7616, -0.0564, 1.1658], [-4.4079, 0.0928, 2.1197]], "atomic_forces_ev_per_a": [[-2.9, -8.6, -11.1], [0.1, -0.3, -0.1], [-0.4, 0.3, 0.8], [1.1, -0.1, -0.9], [1.8, 2.0, 2.0], [0.4, 1.4, 3.9], [-0.1, -0.5, 1.8], [0.6, 0.4, 0.4], [0.3, -0.3, -0.4], [-0.1, 0.1, 0.4], [-0.1, 0.0, 0.0], [0.1, -0.1, 0.1], [0.0, -0.1, -0.2], [0.0, 0.1, -0.2], [2.4, 1.5, 1.1], [-0.3, 0.2, 0.2], [0.7, 0.9, 2.6], [-0.1, 0.0, -0.1], [0.1, -0.1, -0.2], [-0.2, -0.2, 0.0], [-0.1, 0.0, 0.0], [0.0, 0.1, 0.0], [-0.1, -0.6, -0.1], [-1.2, 4.6, -0.4], [0.0, -0.3, -0.1], [-0.1, -0.2, -0.1], [0.1, 0.0, 0.0], [0.0, -0.1, 0.0], [-0.1, 0.1, 0.0], [-0.1, -0.1, 0.1], [0.0, 0.1, -0.1], [0.0, -0.2, 0.1], [-0.1, 0.0, 0.0], [0.1, -0.2, -0.1], [-0.1, -0.1, -0.1], [0.2, 0.6, -0.5], [0.1, -0.1, 0.3], [-0.1, -0.1, 0.3], [-1.2, 0.3, 0.4], [-1.1, -0.5, 0.4], [0.3, 0.5, -0.2], [0.2, -0.5, 0.2], [-0.1, 0.1, -0.2]], "lowdin_charge": [0.9403, -0.5227, -0.4881, 0.6905, -0.8499, -0.7951, 0.8494, -0.4421, -0.5197, 0.8262, 0.0433, 0.0578, 0.0171, 0.0488, -0.0932, 0.0782, -0.0846, 0.0663, 0.0836, 0.0637, 0.0596, 0.0659, -0.2600, 0.8304, -0.2767, -0.2286, 0.0289, 0.0314, 0.0415, 0.0339, 0.0344, 0.0307, 0.0430, 0.0404, 0.0358, -0.2711, -0.2243, -0.2165, 0.0170, -0.4504, 0.0137, -0.4167, 0.0683], "total_charge": -1, "homo_energy_ev": [-0.941, -2.794], "total_energy_ev": -59907.921, "homo_lumo_gap_ha": [0.1164, 0.1823]}



Number 1: M 614.2 g/mol. Number 2: M 232.2 g/mol. Number 3: M 402.5 g/mol. Number 4: M 424.1 g/mol.